Computed, not measured: a molecular structure, C6H3BeFO8, with wB97M-V/def2-TZVPD.

Geometry as XYZ:
```
19
Properties=species:S:1:pos:R:3:forces:R:3
C 3.801611 2.503252 -0.643685 -2.8 2.3 2.7
C 3.253053 1.699733 0.296904 -0.4 1.1 -0.3
O 2.027741 2.012227 0.847266 1.7 0.1 0.3
C 0.934988 1.265679 0.399152 -3.3 2.2 0.3
O 1.195238 0.383661 -0.447474 0.1 -0.8 0.0
O -0.158823 1.697672 0.780820 1.8 -1.1 -0.2
O 4.952352 2.420395 -1.226488 0.3 3.9 -0.7
F 3.242350 3.728132 -0.849509 0.1 -1.3 -0.3
H 3.782199 0.829445 0.683445 0.0 0.2 0.0
O 5.397587 -0.028591 -1.212184 2.6 -13.2 0.5
C 4.506627 -0.858041 -1.206162 -4.7 -4.5 0.0
C 3.045177 -0.689707 -1.412735 3.2 -1.3 -1.2
O 2.544591 -1.997633 -1.148142 0.0 0.4 0.0
C 3.526571 -2.827971 -0.853665 -1.0 -1.5 -0.6
O 3.472283 -3.997252 -0.684877 0.3 0.8 0.2
O 4.735164 -2.123512 -0.879892 1.5 1.4 0.4
Be 5.370831 1.168996 -1.274234 2.2 11.0 -1.2
H 2.844451 -0.412578 -2.456988 -0.3 0.3 0.4
H 2.572182 0.092648 -0.696044 -1.3 0.0 -0.2
```
Positions in Å, forces in eV/Å.

## Properties
Total charge   0
Total energy   -25766.1415 eV
E_LUMO   -2.0 eV
Relative energy (zero: lowest compared OMol25 entry of this formula, charge and spin)   0.000 eV
Kohn-Sham gap   6.895 eV

***

Computed, not measured: C3H8N2O2 in the gas phase, with wB97M-V/def2-TZVPD.

Geometry as XYZ:
```
15
Properties=species:S:1:pos:R:3:forces:R:3
C -1.185449 0.228877 1.282255 0.0 0.2 -0.1
C -0.321726 -0.286968 0.173912 -1.0 1.1 -2.5
C 0.661512 -1.363444 0.523571 0.4 0.4 -0.2
N 0.529492 1.103629 -0.515295 1.0 -3.5 3.5
O 1.249520 1.313325 0.516024 0.3 1.8 -0.8
N 0.981722 1.313910 -1.651502 -0.5 0.6 -0.9
O 0.053040 0.895625 -2.633506 0.1 -0.1 0.5
H -0.592461 0.482976 2.156627 0.0 0.0 0.0
H -1.905401 -0.553479 1.541861 0.1 0.0 0.0
H -1.746373 1.105310 0.963947 0.0 0.0 0.0
H -0.878614 -0.506395 -0.733574 -0.3 -0.5 0.2
H 1.339491 -1.557199 -0.305657 0.0 -0.1 0.0
H 1.242400 -1.092984 1.401436 0.0 0.0 0.0
H 0.100222 -2.279980 0.729249 -0.1 0.1 0.0
H 0.472627 1.196798 -3.449349 0.0 0.0 0.2
```
Positions in Å, forces in eV/Å.

## Properties
Total charge   0
Total energy   -10310.8537 eV
E_LUMO (alpha / beta)   0.4 / 0.4 eV
SMILES   CC(C)/[N+]([O-])=N\O
Relative energy (zero: lowest compared OMol25 entry of this formula, charge and spin)   6.099 eV
Kohn-Sham gap (alpha / beta)   9.331 / 9.331 eV

***

Computed, not measured: 11 unconnected molecules or ions with the total composition C28H56O38S5, with wB97M-V/def2-TZVPD.

Geometry as XYZ:
```
127
Properties=species:S:1:pos:R:3:forces:R:3
O -0.494983 2.878169 -3.961627 -0.3 -2.6 -2.6
S -1.050288 1.959769 -4.971590 -1.3 -0.9 1.6
O -2.062731 2.454703 -5.861457 1.4 -0.4 0.5
O 0.069688 1.006988 -5.788978 -0.8 1.5 0.2
C -0.383196 -0.368762 -5.902123 -0.8 0.1 0.9
C -0.963742 -0.548115 -4.482176 1.2 -0.1 0.1
O -1.753180 0.593706 -4.209286 0.4 2.2 -1.2
H -1.133433 -0.578380 -6.664559 -0.2 0.8 -0.1
H 0.471048 -0.977034 -6.199392 0.2 0.1 0.6
H -0.121121 -0.447752 -3.798071 0.2 -0.8 0.2
H -1.568524 -1.434479 -4.290606 0.1 0.1 -0.2
O 0.314070 -0.902154 6.432098 0.9 -2.6 -1.9
S 0.714764 -1.917017 5.436002 -1.3 3.2 -0.5
O 0.224113 -3.270449 5.488453 1.1 1.9 -0.2
O 0.448117 -1.206228 3.929488 -1.4 -1.8 1.1
C 1.455158 -0.270776 3.558181 -0.8 0.3 0.7
C 2.585625 -0.524725 4.620365 -0.4 0.5 -0.9
O 2.275193 -1.809659 5.156852 0.5 -1.3 0.9
H 1.599437 -0.360698 2.481518 0.8 -0.7 0.2
H 0.962635 0.700011 3.613799 0.5 0.4 0.6
H 2.541343 0.180060 5.450684 0.1 0.2 -0.3
H 3.576122 -0.570854 4.167710 -0.1 -0.1 0.2
O -0.219013 7.579970 -0.789456 1.4 0.3 -0.1
S 1.177381 7.888504 -0.650807 1.5 0.1 -0.3
O 1.604139 8.870169 0.336372 -0.6 -1.8 -2.1
O 2.037778 6.501962 -0.466793 -1.9 1.3 2.8
C 2.693568 6.018205 -1.547485 1.3 -1.3 -2.0
C 2.316886 6.885582 -2.767899 0.0 0.5 1.8
O 1.924165 8.147086 -2.109965 -1.0 -0.1 0.3
H 3.757675 5.929386 -1.328628 0.2 0.6 -0.1
H 2.399205 4.986867 -1.741865 -0.4 -0.1 0.0
H 1.501530 6.359210 -3.264105 -0.2 0.7 -0.3
H 3.157703 7.139902 -3.413225 -0.3 -0.1 0.0
O -4.558472 -0.038052 3.585300 1.0 2.0 -1.9
S -4.228287 1.094049 2.716705 -0.3 -0.5 -0.4
O -5.344694 1.859548 2.138744 3.1 -1.6 0.9
O -3.201986 2.085408 3.472328 -2.3 0.9 0.8
C -1.989072 1.432558 3.644849 1.7 0.1 -0.5
C -1.675155 1.020774 2.205004 -1.0 -0.9 0.0
O -2.930777 0.747250 1.608196 -3.8 -0.5 0.6
H -1.226476 2.172431 3.888020 -0.3 0.1 0.6
H -2.073342 0.651958 4.400934 0.2 -0.2 -0.2
H -1.159664 0.065593 2.104982 0.7 0.4 0.1
H -1.352857 1.878954 1.615305 0.9 -0.1 0.2
O 2.038698 -2.240900 -2.842194 4.3 0.2 -1.2
S 3.476011 -2.004543 -3.220127 -2.9 2.7 0.7
O 4.535138 -2.928103 -2.987039 -1.1 0.4 -0.4
O 3.562620 -1.345257 -4.708052 -0.3 -1.3 -0.4
C 3.071180 0.024778 -4.692697 0.6 -0.4 0.7
C 3.804307 0.510218 -3.418266 -1.9 2.2 -1.1
O 3.874829 -0.525006 -2.532804 0.1 -3.3 1.1
H 3.313834 0.610039 -5.579655 0.8 -0.6 -0.1
H 1.981537 0.037429 -4.717421 0.1 -0.1 0.9
H 3.123733 1.239487 -2.978855 0.3 0.5 0.1
H 4.785845 0.943780 -3.609855 0.0 -0.2 -0.2
C -3.087723 2.208218 -1.382179 1.9 1.7 0.1
O -4.164921 1.343147 -1.479397 -0.3 -1.6 0.1
C -5.236691 1.618770 -2.187294 -1.9 3.3 -0.9
O -5.529266 2.752379 -2.664677 0.8 -4.3 1.2
O -6.015935 0.487122 -2.165796 1.9 0.5 0.1
C -7.227546 0.425906 -2.859565 -1.7 1.6 0.7
H -2.294220 1.834229 -0.735197 -0.6 -0.9 0.4
H -3.295524 3.178245 -0.930552 -0.6 0.0 -0.5
H -2.513600 2.315608 -2.302474 -0.6 0.2 -0.5
H -7.483867 -0.582053 -3.185788 0.7 0.2 -0.5
H -7.342055 1.277893 -3.529721 0.4 -0.6 -0.9
H -8.034506 0.679217 -2.172006 -0.1 -0.2 0.6
C 1.474510 -4.437337 2.723241 -0.3 -0.3 0.9
O 0.836338 -4.230082 1.461083 0.2 0.6 0.2
C 0.578545 -5.253017 0.658557 -0.3 -2.6 0.9
O 0.678707 -6.453760 0.954862 -0.2 2.8 -1.0
O 0.105511 -4.720724 -0.478252 -0.1 -0.9 -1.2
C -0.335657 -5.660092 -1.511841 -0.5 -0.7 0.3
H 1.298636 -3.580579 3.373724 0.1 0.4 -0.9
H 2.544155 -4.612866 2.608498 -0.2 -0.2 -0.1
H 0.995654 -5.199547 3.337916 0.1 -0.6 -0.6
H -0.730546 -5.166465 -2.399811 0.3 0.8 0.4
H -1.159471 -6.276572 -1.152152 0.0 0.1 0.4
H 0.404869 -6.376564 -1.867344 0.5 0.4 0.5
C -0.414849 4.488725 0.441217 1.8 0.5 -2.3
O -1.109159 4.981783 1.546862 2.0 -0.7 -0.5
C -2.408561 5.039141 1.466096 -2.0 -1.6 -4.0
O -3.048218 4.831181 0.394149 1.4 1.0 3.9
O -2.758559 5.212972 2.692529 -1.5 0.7 2.1
C -4.134366 5.112442 3.110152 0.0 -0.5 -0.8
H -0.349234 5.199292 -0.382737 -0.2 0.6 0.3
H -0.705583 3.632376 -0.167253 -1.1 -0.6 1.1
H 0.625516 4.313978 0.715449 -0.1 0.1 0.5
H -4.213538 5.303882 4.180281 0.4 0.4 -0.2
H -4.411724 4.067255 2.973185 -0.4 0.3 -0.3
H -4.706732 5.802409 2.490118 -0.3 -0.2 0.3
C -3.986688 -4.145705 -0.396967 0.8 1.0 0.4
O -3.399316 -4.597730 0.865993 -0.3 1.2 0.4
C -3.119127 -3.606298 1.800036 -0.9 1.6 -0.7
O -3.413918 -2.397672 1.704099 1.1 -4.0 0.0
O -2.464148 -4.097419 2.869870 -0.5 0.7 -0.3
C -2.211357 -5.470239 3.114624 0.3 -1.6 -1.0
H -4.955478 -3.656915 -0.293782 -0.1 -0.4 0.4
H -4.002613 -4.964209 -1.116619 0.0 -0.2 0.5
H -3.340501 -3.354453 -0.777058 0.1 -0.1 -0.2
H -1.202789 -5.609029 3.504016 -0.2 0.5 0.4
H -2.209082 -6.096369 2.222406 0.0 0.4 -0.4
H -2.948236 -5.981179 3.734341 -0.1 0.7 0.5
C 7.739813 -4.302393 2.215358 0.0 -1.3 0.6
O 7.042602 -3.434995 1.353486 -0.6 2.4 -0.9
C 5.746483 -3.674919 1.053193 -1.1 -3.2 0.3
O 5.300128 -4.819944 1.074003 0.4 1.7 0.3
O 5.004821 -2.615314 0.708747 1.6 1.5 0.0
C 3.577781 -2.595753 0.931763 0.3 -1.7 0.1
H 8.671053 -3.909738 2.623656 -0.3 1.1 -0.3
H 8.122117 -5.192515 1.715727 -0.7 -0.3 -0.2
H 7.084224 -4.527305 3.056615 0.2 -0.5 -0.1
H 3.160655 -3.495292 0.479070 -0.1 -0.1 0.2
H 3.051433 -1.759236 0.472099 0.8 0.3 0.0
H 3.457365 -2.628103 2.014615 -0.4 0.1 -0.1
C -0.566240 -1.162152 -0.491717 -0.8 -0.3 -0.2
O 0.677737 -0.723574 0.062622 1.0 2.0 -0.4
C 1.168945 0.466157 -0.390693 -0.4 1.8 -3.1
O 0.831596 1.099264 -1.449141 1.2 -2.6 4.2
O 2.146501 0.879365 0.464998 -1.0 -1.2 0.0
C 3.076280 1.931743 0.205365 -0.3 0.2 -0.9
H -1.380011 -0.556926 -0.092237 0.0 0.1 -0.2
H -0.728672 -2.188970 -0.164046 0.3 0.1 0.1
H -0.585672 -1.155254 -1.581519 0.3 0.3 0.1
H 3.009077 2.276064 -0.826633 -0.1 -0.1 -0.1
H 4.078097 1.533962 0.367308 -0.1 0.0 0.2
H 2.852674 2.790970 0.837690 0.1 -0.2 0.2
```
Positions in Å, forces in eV/Å.

## Properties
Total charge   0
Total energy   -161914.3319 eV
E_LUMO   -0.2 eV
SMILES   O=S1(=O)OCCO1.O=S1(=O)OCCO1.O=S1(=O)OCCO1.O=S1(=O)OCCO1.O=S1(=O)OCCO1.COC(=O)OC.COC(=O)OC.COC(=O)OC.COC(=O)OC.COC(=O)OC.COC(=O)OC
Kohn-Sham gap   9.930 eV

***

Computed, not measured: 4 unconnected molecules or ions with the total composition C4H14O3, with wB97M-V/def2-TZVPD.

Geometry as XYZ:
```
21
Properties=species:S:1:pos:R:3:forces:R:3
C -0.551878 2.720143 -0.016427 0.9 1.1 -0.9
C 0.554381 2.294492 0.583185 -1.8 -1.1 1.0
C 0.411861 1.247175 1.677916 0.9 0.4 0.9
C 1.711432 1.145126 2.496697 0.3 -0.2 -0.8
H -0.448405 3.406428 -0.850859 -0.1 0.1 0.0
H -1.574193 2.506352 0.260509 0.1 -0.4 0.3
H 1.568043 2.540403 0.307526 0.0 0.3 -0.3
H -0.392982 1.424114 2.401152 -0.2 0.3 -0.5
H 0.186404 0.308609 1.178222 0.1 -0.3 0.1
H 2.535939 1.082547 1.774372 0.1 -0.2 0.3
H 1.933291 2.014661 3.108776 -0.3 0.3 0.0
H 1.754176 0.285371 3.157761 -0.1 -0.2 0.0
O -1.065230 -0.731063 -2.677710 -0.7 1.5 -0.1
H -2.012475 -0.763572 -2.502098 -0.1 -0.5 0.1
H -0.960387 0.238435 -2.779991 0.5 -0.8 0.0
O 0.902779 -2.566445 -2.248060 -0.7 0.3 0.4
H -0.008187 -2.243582 -2.366262 0.2 -0.5 -0.7
H 1.062526 -1.977538 -1.507246 0.9 0.0 0.4
O -1.590735 -2.709057 0.773851 -0.4 -0.1 -0.7
H -2.142196 -2.182346 1.359779 0.5 -0.1 0.2
H -0.730277 -2.875962 1.157130 0.0 0.2 0.4
```
Positions in Å, forces in eV/Å.

## Properties
Total charge   0
Total energy   -10516.4045 eV
E_LUMO   0.4 eV
SMILES   C=CCC.O.O.O
Relative energy (zero: lowest compared OMol25 entry of this formula, charge and spin)   1.525 eV
Kohn-Sham gap   10.297 eV